Entry 1:
Here is a cluster of 4 separate species, C14H19F3O12 in total at a distorted geometry from the OMol25 dataset. Energies are from the ωB97M-V functional and the def2-TZVPD basis.

Calculated values
SMILES = O=C1OC[C@@H](F)O1.O=C1OC[C@@H](F)O1.O=C1OC[C@@H](F)O1.CCCOCOC=O
charge = 0
lowest unoccupied orbital energy = 0.12 eV
electronic energy = -1747.22382 Eh
relative energy (zero: lowest compared OMol25 entry of this formula, charge and spin) = 82.3 kcal per mole

Cartesian coordinates (Å):
C 4.408 -0.476 -1.059
O -5.545 -1.537 -0.808
H 3.651 0.017 -0.441
F 5.720 -1.894 0.265
H 5.062 5.107 0.104
O 6.785 0.619 -3.236
H 0.388 -2.800 -2.052
H -7.548 -0.238 2.699
H 5.110 4.590 -1.597
C 5.691 -0.680 -0.328
C -7.677 -0.586 1.670
H -3.555 0.735 1.905
H 0.136 -0.968 -1.676
H -3.144 -2.078 -1.257
H -7.305 -2.623 2.357
C -7.851 -2.064 1.589
O 6.659 -0.662 -1.352
H -1.758 0.999 1.333
O 3.943 2.632 0.670
O 1.295 -2.137 -0.236
O 1.725 3.151 0.516
C 0.133 -2.025 -1.180
O -7.341 -2.387 0.315
H -3.152 1.166 0.043
H -1.969 -1.518 1.505
H -1.992 -0.578 -1.457
H -3.792 -1.592 0.950
C 5.014 2.962 -0.184
O -1.137 -2.460 -0.596
O 4.797 0.350 -2.137
H -8.508 -0.036 1.215
H 0.189 -1.240 1.627
C -2.804 0.556 0.994
O 2.128 -0.374 1.211
C 2.888 3.365 0.215
H 3.989 -1.409 -1.449
O 3.291 4.364 -0.628
F 6.159 2.920 0.534
C -2.746 -1.070 0.753
C -6.393 -1.441 0.063
O -6.504 -0.373 0.912
C 1.123 -1.233 0.911
H 5.064 2.242 -1.008
F -9.161 -2.398 1.620
H 5.918 0.100 0.407
C -2.223 -1.493 -0.771
C 6.137 0.140 -2.321
C 4.704 4.356 -0.610

=====

Entry 2:
Here is a cluster of 2 separate species, CH5N3O3 in total at a distorted geometry from the OMol25 dataset. Energies are from the ωB97M-V functional and the def2-TZVPD basis.

Calculated values
charge = 0
lowest unoccupied orbital energy (spin up / spin down) = -0.17 / -0.78 eV
electronic energy = -430.82078 Eh
relative energy (zero: lowest compared OMol25 entry of this formula, charge and spin) = 126.9 kcal per mole

Cartesian coordinates (Å):
O -2.105 2.121 1.736
N -1.324 1.758 0.838
N 0.619 1.145 -0.817
C -1.431 0.613 0.200
O -0.553 0.327 -0.773
H 0.490 1.858 -0.092
N 0.417 -1.387 0.784
O -0.536 -0.963 1.511
H 0.594 1.607 -1.726
H -2.314 -0.018 0.160
H 0.224 -2.086 0.072
H 1.293 -0.868 0.763

=====

Entry 3:
Here is a structure of composition C24H39F5N2O3Si3Zn from the OMol25 dataset. Energies are from the ωB97M-V functional and the def2-TZVPD basis.

Calculated values
charge = -2
lowest unoccupied orbital energy = 4.73 eV
electronic energy = -4420.52185 Eh
relative energy (zero: lowest compared OMol25 entry of this formula, charge and spin) = 10.0 kcal per mole

Cartesian coordinates (Å):
H -0.762 -1.649 -3.494
H 1.924 -4.183 2.376
H -3.082 4.222 2.938
C 4.181 1.999 0.280
H 5.221 1.640 0.253
C -5.481 -1.890 -1.914
H 2.690 -2.660 -2.784
H 0.700 -0.667 -3.591
C -6.267 0.375 -1.960
O -1.807 -0.313 -0.453
C 0.567 2.476 -0.825
C -4.329 -1.475 -1.260
H -0.646 -0.160 -2.556
N -3.078 1.335 0.575
C 1.318 -0.985 -0.099
C 0.420 2.442 2.770
H 3.558 -1.398 2.599
Zn -0.042 0.752 0.326
Si 2.963 -0.314 -0.533
H -3.482 3.936 1.227
O 3.278 0.966 0.496
H -3.563 -2.188 -0.993
N -1.869 1.671 1.186
H 3.697 -0.532 -2.902
H 3.909 1.117 -2.325
F 1.250 3.446 -0.088
H 2.294 -1.722 3.789
H -1.093 -2.448 1.674
C -2.894 0.317 -0.227
C 1.566 3.036 3.566
F 0.017 4.192 -2.465
F 1.481 2.147 -1.846
F -1.268 2.458 -2.333
H -0.848 4.072 3.241
H -5.615 -2.939 -2.152
H 4.087 2.714 1.099
H 5.362 -0.961 -0.649
H 1.265 3.901 4.159
C 3.229 0.261 -2.317
H -4.963 1.823 -1.038
Si 0.615 -2.009 -1.469
C -0.359 -1.975 2.323
H -7.348 -1.287 -2.793
H 2.938 -3.774 0.992
C -4.140 -0.136 -0.935
H -1.647 -2.630 -0.750
C -0.080 -1.017 -2.916
C -3.204 3.459 2.169
H 2.314 0.579 -2.804
H -0.522 -3.857 -0.156
F -1.310 3.970 -0.780
Si 1.346 -1.906 1.519
H -0.975 -3.841 -1.863
H 3.973 2.539 -0.649
H -0.718 -0.970 2.544
H 2.346 3.336 2.864
C 4.452 -1.483 -0.331
H 2.351 -0.156 2.947
H 4.340 -2.363 -0.966
C 1.921 -3.724 1.383
H -0.310 -2.532 3.265
C -1.921 2.687 1.986
C -0.770 3.135 2.704
H 1.989 2.270 4.217
C -5.121 0.785 -1.295
C 1.893 -3.190 -2.265
H -7.016 1.106 -2.240
O 0.677 1.324 2.225
C 2.510 -1.223 2.838
C -0.495 3.276 -1.592
C -0.763 -3.208 -0.996
H 2.352 -3.839 -1.517
H -4.021 2.788 2.430
C -6.454 -0.966 -2.270
H 1.387 -3.827 -2.996
H 4.600 -1.820 0.693
H 1.287 -4.330 0.736

=====

- Which of these has the lowest charge?
  C24H39F5N2O3Si3Zn